ORCA calculation (ωB97M-V with the def2-TZVPD basis set) on the molecule C24H27N3O4 in a non-equilibrium geometry.

Results
Gap between HOMO and LUMO   7.9 eV

Atoms and positions in Å:
1 C 3.433 -2.560 1.971
2 C 5.681 -3.331 -2.053
3 C 3.198 -7.327 0.214
4 H 2.370 -3.134 7.801
5 C 3.157 -2.883 3.395
6 H 2.506 0.737 1.796
7 C 3.306 -5.141 1.460
8 C 4.765 -5.577 -1.830
9 O 0.295 -2.217 2.132
10 H 2.032 -0.390 3.081
11 H 1.292 -4.053 3.074
12 C 5.036 -2.058 5.067
13 C 2.313 -1.345 1.219
14 H 7.288 -0.401 5.373
15 O 6.535 -1.582 6.967
16 C 4.255 -5.194 -0.597
17 C 3.754 -3.826 1.234
18 H 7.300 -1.691 -4.348
19 H 4.634 -2.262 8.499
20 H 4.217 -1.799 1.813
21 N 1.117 -2.223 1.167
22 H 1.686 -0.880 -0.945
23 C 1.978 -3.535 3.720
24 H 7.920 -2.093 5.449
25 H 3.077 0.019 -0.293
26 H 6.026 -2.905 -4.740
27 C 0.613 -4.075 5.717
28 C 5.335 -1.977 6.452
29 N 3.541 -5.926 0.344
30 C 2.556 -0.944 -0.248
31 H 3.496 -7.678 -0.775
32 H -0.297 -3.576 5.347
33 O 0.952 -2.968 0.168
34 H 0.530 -5.152 5.499
35 H 0.704 -3.930 6.799
36 H 2.749 -5.558 2.307
37 H 3.210 -1.705 -0.641
38 C 3.809 -2.550 4.663
39 C 6.839 -2.632 -4.044
40 H 2.120 -7.467 0.347
41 H 0.807 0.234 1.969
42 H 5.776 -1.801 4.316
43 C 5.493 -4.643 -2.562
44 C 3.119 -2.833 7.060
45 C 4.369 -2.356 7.447
46 H 4.609 -6.580 -2.198
47 C 2.871 -2.919 5.685
48 C 4.482 -3.899 -0.036
49 C 7.593 -1.223 6.046
50 H 3.715 -7.925 0.975
51 H 5.351 -1.965 -0.360
52 O 6.330 -2.342 -2.719
53 C 5.174 -2.960 -0.773
54 N 1.778 -3.512 5.068
55 H 8.396 -0.895 6.710
56 H 5.902 -4.880 -3.531
57 C 1.866 -0.126 2.042
58 H 7.593 -3.440 -4.024

ORCA calculation (ωB97M-V with the def2-TZVPD basis set) on the molecule C24H27N3O5.

Results
Gap between HOMO and LUMO   8.3 eV

Atoms and positions in Å:
1 C 2.025 4.460 2.015
2 O 3.070 3.579 2.347
3 H -6.089 2.284 2.488
4 C -2.072 -0.599 -1.324
5 C -3.437 0.222 0.590
6 C 2.705 -1.737 -3.305
7 H -4.511 0.904 3.743
8 H 0.490 0.376 -2.696
9 C 0.725 -1.596 0.110
10 H 1.089 4.178 2.508
11 C -3.496 0.183 1.998
12 C -4.339 1.010 -0.108
13 C 1.845 -2.451 0.499
14 H 3.691 -1.753 -2.840
15 O 1.817 -1.127 -2.394
16 H 1.866 4.505 0.933
17 C -2.569 -0.727 4.004
18 C 1.135 -0.526 -4.598
19 H -1.921 -1.092 0.669
20 C -5.348 1.709 1.953
21 H 4.863 1.904 2.868
22 H 0.948 0.460 -5.015
23 N -2.453 -0.564 -0.006
24 C 1.857 1.711 1.360
25 C -5.289 1.751 0.575
26 H 2.955 -1.409 -5.456
27 H 2.394 -2.771 -3.516
28 C 2.943 2.266 2.008
29 C -0.376 -2.304 -0.638
30 N -1.074 -1.497 -1.609
31 H -4.281 1.036 -1.183
32 H -1.761 -1.412 4.257
33 H 4.855 -0.518 2.362
34 H 3.667 -2.381 1.391
35 H 1.007 2.307 1.066
36 H 0.583 -1.261 -5.185
37 H -0.075 0.364 0.071
38 H 0.094 -3.141 -1.164
39 H -0.311 -2.519 -3.246
40 O -2.555 -0.624 2.603
41 C 4.026 1.446 2.366
42 H 3.228 0.020 -4.439
43 C -0.547 -1.491 -2.955
44 N 2.872 -1.804 1.141
45 C 4.017 0.103 2.083
46 H -1.331 -1.095 -3.605
47 O -2.579 0.086 -2.193
48 C 2.624 -0.879 -4.566
49 H -1.084 -2.753 0.071
50 H -3.517 -1.136 4.367
51 C 0.706 -0.611 -3.118
52 C 2.920 -0.467 1.431
53 O 1.908 -3.652 0.291
54 C -4.451 0.925 2.667
55 H -2.384 0.241 4.481
56 H -5.986 2.361 0.020
57 C 1.833 0.342 1.063
58 C 0.740 -0.274 0.383
59 H 2.339 5.438 2.373

ORCA calculation (ωB97M-V with the def2-TZVPD basis set) on C24H27N3O5S2Sc as an isolated structure.

Results
Net charge   +1
Gap between HOMO and LUMO   7.4 eV

Atoms and positions in Å:
1 O 0.763 3.462 2.409
2 H 1.957 5.141 2.100
3 C -6.489 0.350 -1.684
4 C 2.721 3.449 1.037
5 C 2.074 4.070 2.258
6 C -1.880 -0.618 -1.432
7 C -5.052 -0.246 0.616
8 C -0.330 -1.350 0.675
9 H 0.821 -1.772 -2.642
10 H 5.070 -2.141 -2.747
11 H 3.698 3.918 0.882
12 H -2.583 -2.536 -0.755
13 N -2.113 0.045 -0.145
14 C 4.081 -3.207 -1.167
15 H -0.176 -4.108 -1.068
16 O 0.543 1.490 0.077
17 H -2.761 -0.462 -2.051
18 C 0.366 -3.384 -0.458
19 H 2.838 -4.135 0.312
20 H 2.969 -1.215 -3.669
21 C -7.039 -0.476 -0.717
22 H 3.295 0.344 -0.097
23 H 4.552 2.459 2.366
24 C 1.682 -3.010 -1.103
25 N -0.553 -2.251 -0.257
26 Sc 0.847 1.265 2.073
27 C -1.397 -0.284 0.893
28 C 1.728 -2.191 -2.223
29 H -1.440 -2.602 -2.105
30 H -8.031 -0.886 -0.855
31 H -1.002 -0.162 -1.904
32 O 2.168 1.000 3.522
33 N 2.863 1.984 1.159
34 S 1.046 -1.362 1.627
35 H 2.102 3.666 0.167
36 H -4.497 -0.466 1.521
37 H -7.049 0.588 -2.579
38 C 2.866 -3.510 -0.574
39 H 4.665 0.917 1.558
40 C -4.493 0.581 -0.356
41 C 2.912 1.364 -0.180
42 C 1.503 1.259 -0.780
43 H -3.013 1.677 0.774
44 H 2.651 3.896 3.167
45 H 0.549 -3.839 0.516
46 O 4.247 0.376 4.092
47 H -2.823 1.790 -0.985
48 C -1.680 -2.087 -1.178
49 H -4.787 1.524 -2.261
50 S -1.605 0.395 2.458
51 C -5.216 0.875 -1.505
52 H 0.202 3.990 2.988
53 H -6.752 -1.412 1.194
54 H 4.997 -3.607 -0.752
55 C 4.121 -2.383 -2.285
56 C -6.320 -0.774 0.434
57 C -3.103 1.132 -0.160
58 C 3.469 0.906 3.349
59 H 3.564 1.906 -0.870
60 O 1.338 0.944 -1.936
61 C 2.944 -1.871 -2.809
62 C 3.970 1.586 2.064

ORCA calculation (ωB97M-V with the def2-TZVPD basis set) on C24H27N4O2RuS4Se as an isolated structure in a non-equilibrium geometry.

Results
Net charge   +2
Multiplicity   2
Gap between HOMO and LUMO (spin up / spin down)   6.4 / 5.9 eV

Atoms and positions in Å:
1 H -3.999 -1.742 -2.681
2 H 6.154 -1.211 0.981
3 C 6.027 -1.238 -1.163
4 C 5.223 -0.942 -2.266
5 H -6.309 2.242 0.372
6 H 7.519 -2.735 -0.804
7 H -5.302 0.823 2.475
8 H -5.251 3.197 -0.634
9 S 1.906 0.462 -0.622
10 H -1.777 1.735 -0.633
11 C 1.084 -1.865 -0.081
12 C 2.011 -3.807 0.880
13 N 0.831 -0.772 -0.960
14 Se -0.145 1.626 3.505
15 C -1.056 2.448 -0.213
16 H -5.003 -1.488 -1.284
17 C 0.455 4.574 0.988
18 H -4.882 -0.654 0.512
19 C -0.710 2.412 1.155
20 C 7.408 -1.793 -1.343
21 C -5.364 2.215 -0.173
22 H -3.599 0.833 2.866
23 H 2.717 -4.627 0.864
24 C -5.443 1.137 -1.264
25 H -6.018 0.277 -0.925
26 H 3.346 -0.155 -2.963
27 H 8.148 -1.102 -0.937
28 H 7.640 -1.965 -2.391
29 S -2.585 -1.226 0.793
30 C 5.532 -0.995 0.122
31 C 1.107 -3.697 1.931
32 C -4.303 0.751 2.038
33 H 2.702 -2.944 -0.984
34 C 2.016 -2.880 -0.152
35 C -0.599 3.516 -0.940
36 H -0.833 3.583 -1.994
37 H -4.511 -1.383 2.070
38 H -5.991 1.553 -2.109
39 C 3.493 -0.188 -0.814
40 C 0.073 3.440 1.768
41 H -1.952 -1.809 -1.394
42 O 1.672 1.547 -1.510
43 C 4.266 -0.475 0.309
44 S -3.997 2.187 1.002
45 H -3.099 -2.979 -0.749
46 H 1.099 -4.415 2.738
47 H 1.006 5.381 1.450
48 C 3.958 -0.406 -2.107
49 H 5.602 -1.120 -3.263
50 C 0.196 -2.658 1.926
51 H 3.879 -0.286 1.301
52 N 0.426 3.200 3.019
53 C -4.021 -1.269 -1.698
54 O 1.557 0.670 0.824
55 H 0.433 5.414 -0.953
56 N 0.208 -1.780 0.922
57 C -4.214 -0.607 1.363
58 H -0.553 -2.524 2.693
59 C 0.135 4.579 -0.334
60 N -0.941 1.332 1.910
61 S -3.849 0.525 -1.913
62 Ru -0.612 -0.011 0.356
63 C -2.910 -1.913 -0.880

ORCA calculation (ωB97M-V with the def2-TZVPD basis set) on C24H27N4O2SSiW as an isolated structure in a non-equilibrium geometry.

Results
Net charge   +1
Multiplicity   3
Gap between HOMO and LUMO (spin up / spin down)   5.6 / 5.7 eV

Atoms and positions in Å:
1 H 4.341 4.455 0.671
2 C 4.918 0.275 0.114
3 H -4.920 0.857 1.449
4 C 0.555 4.808 -0.006
5 C 2.720 -4.274 -1.729
6 H 0.216 -5.930 -0.191
7 C 2.722 5.810 0.292
8 S 6.321 2.183 1.423
9 C 6.116 1.164 0.166
10 C -3.324 -0.393 0.765
11 H 2.307 -4.339 2.268
12 C -4.650 -0.117 1.059
13 H -0.506 4.890 -0.195
14 H -6.027 -3.085 0.191
15 H 2.908 2.441 0.576
16 N -1.013 2.426 0.058
17 C -5.268 -2.330 0.352
18 C -5.626 -1.085 0.852
19 H 4.845 -0.028 2.237
20 H 0.922 -2.029 1.010
21 O -1.638 -1.906 0.067
22 C 3.136 -0.790 -1.082
23 N 2.657 -1.305 0.058
24 C 3.260 -1.034 1.230
25 Si 1.795 -4.068 -0.138
26 N -1.578 1.173 -0.124
27 C -2.984 -1.651 0.280
28 H 3.076 -5.583 1.291
29 H 4.599 0.424 -2.018
30 C 2.480 3.424 0.418
31 H -0.462 -4.508 -0.996
32 C 1.445 -2.161 0.040
33 C 0.126 -4.842 -0.139
34 H -3.641 -3.591 -0.315
35 C -2.221 0.593 0.970
36 H 2.129 -3.945 -2.587
37 C 1.358 5.934 0.054
38 C 1.116 3.546 0.177
39 H 3.672 -3.737 -1.729
40 C -3.941 -2.622 0.065
41 H 2.805 -1.463 2.111
42 H 7.769 1.652 -0.890
43 H 3.783 -3.977 1.348
44 C 4.266 -0.004 -1.083
45 H -6.659 -0.867 1.083
46 N 6.946 1.070 -0.885
47 H 0.822 -1.880 -0.846
48 H 2.583 -1.016 -1.983
49 H 2.950 -5.331 -1.881
50 O 0.849 1.123 0.139
51 H 0.920 6.913 -0.089
52 H 6.896 0.316 -1.549
53 C 2.834 -4.518 1.328
54 H 3.346 6.692 0.337
55 W -0.415 -0.416 0.193
56 H -2.249 1.186 1.881
57 H -0.430 -4.590 0.766
58 C 3.282 4.555 0.476
59 C 4.386 -0.252 1.285
60 C 0.263 2.346 0.116

ORCA calculation (ωB97M-V with the def2-TZVPD basis set) on C24H27N4O3RhS2 as an isolated structure.

Results
Net charge   +2
Gap between HOMO and LUMO   8.3 eV

Atoms and positions in Å:
1 C 0.520 -3.693 -0.348
2 C 1.150 -5.355 1.241
3 S 0.020 -4.015 -2.853
4 C -1.520 1.502 -1.531
5 H 4.041 -0.250 -1.557
6 H 0.894 -3.297 1.745
7 C -2.859 -1.206 0.218
8 O -0.977 0.425 -1.847
9 H -4.936 -1.658 0.380
10 C 1.257 2.152 0.083
11 H 3.109 3.716 -0.660
12 C 4.461 0.738 -1.413
13 H -1.973 1.928 0.536
14 H 2.859 -1.251 4.293
15 C -3.912 -1.744 2.283
16 Rh 0.073 -0.559 -0.086
17 N 0.180 -2.431 -0.855
18 N -2.396 2.123 -2.300
19 C -3.089 3.355 -1.926
20 H -2.594 -1.782 3.980
21 C 3.894 2.982 -0.497
22 C -0.206 -1.170 2.627
23 H 1.085 2.997 -0.585
24 C -2.739 1.585 -3.618
25 H 1.414 -5.632 2.252
26 C 1.115 -6.342 0.246
27 H 2.997 -0.836 1.711
28 H -1.007 3.199 -0.230
29 H 1.658 2.523 1.027
30 C -1.168 2.124 -0.174
31 C -4.001 -1.545 0.908
32 H -3.727 1.126 -3.589
33 C 0.481 -4.688 -1.328
34 O 1.883 0.012 -0.840
35 S 0.439 -1.395 4.198
36 C 2.027 -1.187 3.608
37 C 2.237 1.188 -0.571
38 C -1.570 -1.283 2.165
39 H -2.751 2.404 -4.334
40 C -2.692 -1.615 2.916
41 C 0.775 -0.953 1.695
42 H -2.658 4.211 -2.446
43 H -3.062 3.527 -0.855
44 H 0.743 -6.774 -1.824
45 O 0.006 1.498 0.365
46 H -2.862 -1.046 -0.853
47 H 4.790 1.142 -2.369
48 H -0.389 -1.615 -2.697
49 C 0.858 -4.037 0.964
50 N -1.677 -1.062 0.833
51 H -4.135 3.264 -2.217
52 C -0.106 -2.491 -2.132
53 N 3.448 1.629 -0.837
54 H 1.352 -7.366 0.500
55 H 4.237 3.032 0.537
56 C 0.778 -6.021 -1.048
57 H 5.313 0.683 -0.736
58 H -4.793 -2.009 2.853
59 H 4.724 3.237 -1.150
60 C 2.073 -0.956 2.259
61 H -2.001 0.850 -3.919

ORCA calculation (ωB97M-V with the def2-TZVPD basis set) on the molecule C24H27N5O2S in a non-equilibrium geometry.

Results
Gap between HOMO and LUMO   9.3 eV

Atoms and positions in Å:
1 C 2.746 0.197 1.167
2 C -2.104 -4.148 -1.694
3 H -4.986 -0.260 2.108
4 H 4.768 -0.088 4.207
5 H 3.933 -3.426 0.666
6 C -1.486 -3.318 0.324
7 C 2.508 0.640 -2.208
8 C -5.013 2.884 -0.249
9 H -5.860 2.050 2.245
10 H 2.389 1.204 1.329
11 C -1.206 -1.943 -1.596
12 C 4.903 0.841 2.257
13 H 1.677 -2.761 -0.086
14 H -7.083 3.040 0.340
15 C 4.441 -1.475 1.383
16 C -6.343 2.258 0.160
17 N -2.777 -0.053 0.599
18 C 0.443 0.722 -0.713
19 C -1.550 0.053 1.126
20 H 3.555 1.160 3.918
21 H -4.279 1.147 -1.290
22 H -1.844 -2.888 -3.416
23 H -1.406 -3.500 1.389
24 C 4.023 -0.164 1.574
25 H -0.915 -1.019 -2.072
26 O -0.647 1.139 -1.048
27 H -7.124 0.949 1.690
28 N 0.627 -0.337 0.107
29 H -3.002 2.240 -0.744
30 N 2.175 2.498 -0.966
31 C 1.713 1.274 -1.282
32 C 1.915 -0.728 0.552
33 H -6.713 1.629 -0.653
34 C -5.119 0.327 1.198
35 H 2.395 -0.329 -2.648
36 N -1.987 -4.309 -0.387
37 C -0.523 -1.031 0.679
38 H -2.515 -4.989 -2.235
39 N 3.233 2.830 -1.547
40 C -6.172 1.410 1.417
41 O -1.220 0.857 1.967
42 H -5.140 3.469 -1.162
43 C 3.600 -2.408 0.801
44 H -0.175 -1.492 1.612
45 H 5.431 -1.770 1.699
46 H -2.918 -0.671 -0.187
47 H 5.228 1.618 4.249
48 C -3.790 0.966 0.797
49 H 5.952 0.576 2.110
50 C 4.594 0.886 3.755
51 C 2.334 -2.041 0.379
52 H -4.672 3.560 0.538
53 C -1.072 -2.102 -0.219
54 H -3.424 1.602 1.609
55 H -5.448 -0.349 0.404
56 S 3.806 1.677 -2.591
57 H 4.734 1.830 1.825
58 C -3.962 1.801 -0.472
59 C -1.730 -2.983 -2.347

ORCA calculation (ωB97M-V with the def2-TZVPD basis set) on the molecule C24H27N7O2 in a non-equilibrium geometry.

Results
Gap between HOMO and LUMO   8.7 eV

Atoms and positions in Å:
1 H -0.620 7.572 -3.766
2 N 2.237 -1.278 -0.163
3 C -2.423 -4.877 2.470
4 C 1.083 6.566 -4.587
5 H -1.315 -0.764 2.899
6 C -1.632 -3.689 1.921
7 C -2.490 2.653 1.507
8 H -1.053 5.812 -2.071
9 H -3.431 -6.382 4.503
10 H -2.794 -5.477 1.635
11 H -3.292 -4.483 3.000
12 C 1.903 5.451 -4.517
13 C -2.755 0.823 3.042
14 H 1.274 7.331 -5.326
15 H -0.980 -3.267 2.689
16 C 0.593 4.604 -2.690
17 H 2.290 3.596 -3.505
18 C 0.818 0.621 -0.010
19 N 0.479 1.834 -0.555
20 C -0.946 0.763 1.458
21 C 1.663 4.471 -3.573
22 H -1.278 -5.159 4.261
23 C -1.643 -5.779 3.435
24 H -2.789 3.607 1.101
25 H -2.328 -2.910 1.588
26 N 1.067 2.488 -1.563
27 H 0.309 -5.709 2.494
28 C -1.374 2.017 0.958
29 H 2.278 0.316 -1.399
30 H -4.039 2.543 2.967
31 C 2.605 -3.590 -0.700
32 H -2.954 -7.485 3.212
33 H -1.203 -4.565 0.055
34 N 0.132 0.096 0.953
35 C -0.442 -6.444 2.768
36 H 0.600 -4.022 -1.392
37 C 2.465 -2.155 -1.169
38 C -2.580 -6.842 4.006
39 H 2.732 5.347 -5.201
40 C 0.018 6.702 -3.709
41 C -3.174 2.057 2.540
42 N -0.778 -4.053 0.812
43 H -3.299 0.371 3.858
44 H 1.921 -1.588 0.757
45 N -0.706 3.657 -0.823
46 C 0.329 3.581 -1.698
47 C -1.659 0.183 2.515
48 C 0.522 -3.721 0.740
49 H 3.143 -3.620 0.247
50 H 3.162 -4.140 -1.458
51 O 1.096 -3.095 1.615
52 H -2.057 -7.463 4.729
53 H 0.018 -7.154 3.452
54 C 1.222 -4.223 -0.517
55 N 1.959 0.052 -0.469
56 C -0.606 2.557 -0.110
57 O 2.571 -1.799 -2.327
58 H 1.329 -5.307 -0.422
59 H -0.751 -6.984 1.875
60 C -0.229 5.726 -2.763

What are the energy relative to the best compared isomer or geometry (same formula, charge and spin) values for these records? In order: 676.6, 194.8, 0.0, 297.4, 130.2, 0.0, 155.2, 26.2 kJ/mol.